[1]
Entry from OMol25: the molecule C7H14O3 at a distorted geometry (the ωB97M-V functional and the def2-TZVPD basis).

As for the energy above the lowest of the compared OMol25 structures with the same formula, charge and spin: 434.9 kJ/mol. The frontier orbital gap (alpha / beta) comes out at 7.7 / 7.7 eV. The charge is 0. The value obtained for the highest occupied orbital energy (alpha / beta) is -8.3 / -8.3 eV.

Structure (XYZ):
```
24
Properties=species:S:1:pos:R:3:forces:R:3
C -0.9728 0.0875 0.0585 1.49 -1.13 -0.07
C 1.7986 -0.5835 -0.5380 1.92 0.90 -0.64
C 1.2555 0.2477 1.3972 -0.17 -1.08 -0.77
C -1.2684 -0.6427 -1.2443 -0.42 0.19 0.12
C -0.8837 1.5921 -0.1608 0.00 -0.14 -0.04
C -2.0463 -0.2294 1.1050 0.17 -0.04 -0.23
C 0.4191 -0.6866 0.7082 -3.40 1.15 1.30
O 3.0494 -1.0969 -0.2635 -0.24 0.02 0.14
O 1.8490 0.6581 -1.1798 0.06 -0.01 0.34
O 0.2469 -1.8923 0.9892 0.67 0.50 -0.23
H 3.5689 -0.4343 0.2085 -0.03 -0.03 -0.02
H 2.3007 0.5412 -2.0265 -0.05 -0.09 -0.02
H 1.3459 -1.3288 -1.1939 -0.58 -0.06 0.62
H 1.7097 -0.0777 2.3307 0.58 -0.16 -0.37
H 1.3291 1.2889 1.1186 -0.10 -0.12 -0.20
H -2.2925 -0.4127 -1.5493 -0.02 -0.02 -0.13
H -0.6067 -0.3229 -2.0500 0.06 -0.01 -0.03
H -1.2021 -1.7215 -1.1041 0.09 -0.02 0.02
H -0.0583 1.8690 -0.8110 0.03 0.01 -0.01
H -0.7864 2.1311 0.7820 -0.04 0.05 0.04
H -1.8051 1.9250 -0.6471 -0.02 0.03 0.08
H -2.1249 -1.3021 1.2646 0.04 -0.02 0.00
H -1.8143 0.2497 2.0566 -0.03 0.03 0.05
H -3.0112 0.1411 0.7492 0.00 0.07 0.04
```
Positions in Å, forces in eV/Å.

Atom charges from the natural (NBO) analysis, given in e for atoms 1 to 2: -0.032 0.451



[2]
Entry from OMol25: C2H2Br2ClNO as an isolated structure at a distorted geometry (the ωB97M-V functional and the def2-TZVPD basis).

As for the energy above the lowest of the compared OMol25 structures with the same formula, charge and spin: 127.6 kJ/mol. The frontier orbital gap comes out at 8.6 eV. The charge is 0. The value obtained for the highest occupied orbital energy is -8.9 eV.

Structure (XYZ):
```
9
Properties=species:S:1:pos:R:3:forces:R:3
C -0.9391 0.0984 1.1002 -3.64 1.44 -1.54
C -2.7609 0.1393 -0.1387 0.81 -0.19 1.71
N -0.3997 -0.9658 0.6569 2.64 -4.12 0.49
O -0.8748 1.0034 1.8070 0.54 0.84 1.53
Cl -2.1815 -0.1304 -1.7491 0.10 0.24 -0.90
Br -3.9179 1.7729 -0.0133 0.96 -1.26 0.01
Br -3.7681 -1.5373 0.3442 0.23 0.92 0.06
H -0.7300 -1.2613 -0.2403 -0.32 -0.36 -0.42
H 0.1891 -1.7205 1.1809 -1.32 2.48 -0.95
```
Positions in Å, forces in eV/Å.

Atom charges from the natural (NBO) analysis, given in e for atoms 1 to 2: 0.868 -0.483



[3]
Entry from OMol25: an isolated ion of composition C8H17N4 and charge +1 at a distorted geometry (the ωB97M-V functional and the def2-TZVPD basis).

As for the energy above the lowest of the compared OMol25 structures with the same formula, charge and spin: 386.4 kJ/mol. The frontier orbital gap comes out at 7.9 eV. The charge is +1. The value obtained for the highest occupied orbital energy is -11.3 eV.

Structure (XYZ):
```
29
Properties=species:S:1:pos:R:3:forces:R:3
C 1.4053 0.7128 0.3617 -0.97 1.71 -1.82
C 3.1242 -1.4448 -0.1749 -0.89 -2.16 -1.88
C 2.4686 0.3072 1.2906 1.57 0.96 -2.44
C 0.0981 0.1133 0.6740 -1.60 -1.93 -0.81
C 3.6173 -0.2770 0.4831 2.13 1.53 0.24
C -0.8288 0.1212 -0.5398 1.80 -2.49 -1.34
C 0.6337 2.2447 -1.4039 0.01 0.13 1.45
C -3.0669 -0.9193 0.4847 0.88 1.68 0.77
N 2.6180 -2.3191 -0.7559 0.58 1.43 1.03
N 1.6524 1.5426 -0.5732 0.03 -0.18 0.07
N -0.4496 -1.1316 -1.4305 -0.39 -0.47 -0.42
N -2.2686 0.0096 -0.4258 -1.85 2.95 0.11
H 2.7589 1.2408 1.6627 0.85 1.08 1.38
H 2.1242 -0.3618 1.9763 -0.80 -1.59 2.24
H 0.4255 -0.8949 1.0932 -1.16 0.62 -0.31
H -0.4412 0.6359 1.4300 -0.13 0.54 1.13
H 4.5457 -0.4962 1.0895 -1.10 0.10 -0.55
H 3.9130 0.5199 -0.2788 -0.36 -1.22 0.76
H -0.2791 2.4132 -0.8057 0.36 0.11 -0.30
H 0.2774 1.6418 -2.2618 0.71 0.76 0.16
H 1.0743 3.2439 -1.5743 -0.17 -0.70 -0.71
H -2.4885 -1.1358 1.3639 0.70 0.04 0.25
H -3.9839 -0.4797 0.9006 -0.03 -0.27 -1.04
H -3.0676 -1.7630 -0.1062 -1.20 -2.22 -0.74
H 0.5485 -1.0205 -1.6932 -0.48 -0.23 0.16
H -1.0103 -1.1204 -2.3172 0.89 0.13 0.82
H -0.5600 -2.1262 -1.0682 0.42 1.19 -0.04
H -2.4944 1.0070 -0.2439 -0.11 -0.56 0.80
H -2.6506 0.0763 -1.4067 0.31 -0.94 1.06
```
Positions in Å, forces in eV/Å.

Atom charges from the natural (NBO) analysis, given in e for atoms 1 to 2: 0.308 0.328



[4]
Entry from OMol25: C33H35Cl5N4P2Sn as an isolated structure at a distorted geometry (the ωB97M-V functional and the def2-TZVPD basis).

As for the energy above the lowest of the compared OMol25 structures with the same formula, charge and spin: 0.0 kJ/mol. The frontier orbital gap (alpha / beta) comes out at 1.4 / 1.3 eV. The charge is +2. The value obtained for the highest occupied orbital energy (alpha / beta) is -11.4 / -11.4 eV.

Structure (XYZ):
```
80
Properties=species:S:1:pos:R:3:forces:R:3
Sn -0.1435 -0.5292 0.1158 -0.22 1.31 2.38
C -1.2927 1.9355 -0.6866 -0.65 0.18 -0.62
C -1.5005 0.8659 -1.5384 -0.48 -0.40 0.03
C -0.9795 0.7572 -2.9553 -0.02 0.08 -0.54
C 0.2981 -0.0848 -3.1444 -0.03 -0.02 -0.26
C 1.3256 0.0662 -2.0649 0.21 0.46 0.19
C 1.5394 1.2027 -1.3238 0.51 -0.77 -0.16
C 1.0086 2.5556 -1.6374 -0.04 0.67 -0.40
C -0.2688 2.9827 -0.8708 0.46 -0.02 0.39
C 1.5781 -1.4652 1.0938 0.34 -0.85 -0.69
H -2.0200 2.1078 0.1129 0.41 -0.37 0.12
H -2.3940 0.2488 -1.3546 0.13 0.33 0.19
H -0.8479 1.7512 -3.4083 -0.12 -0.28 0.33
H -1.7770 0.2711 -3.5453 0.31 0.25 0.26
H 0.0003 -1.1425 -3.2252 0.29 0.17 0.00
H 0.7600 0.1741 -4.1149 -0.16 -0.16 0.25
H 2.0356 -0.7627 -1.9732 -0.27 0.10 0.36
H 2.2918 1.1678 -0.5246 -0.11 -0.10 -0.31
H 0.8536 2.6789 -2.7173 0.15 -0.16 0.34
H 1.7941 3.2788 -1.3492 -0.34 -0.30 -0.18
H 0.0383 3.3720 0.1135 -0.43 -0.01 -0.23
H -0.7241 3.8306 -1.4172 0.02 -0.22 0.20
H 1.5297 -1.2495 2.1708 -0.47 0.17 -0.43
H 2.4955 -1.0442 0.6505 -0.45 -0.26 0.03
H 1.5023 -2.5488 0.9165 0.27 0.37 0.10
P 1.2873 -1.1961 -8.6099 2.01 -0.16 -1.15
P -1.7032 -0.6173 -8.1948 -1.75 0.64 -0.81
N 2.7389 -0.2479 -8.4262 0.28 1.21 0.46
N 2.0425 -2.4527 -9.5697 -0.57 -0.83 -0.04
N -1.9643 1.0762 -7.9154 0.62 1.11 0.53
N -3.3769 -0.9931 -8.5148 -0.47 -0.91 -0.39
C 0.4497 -0.2016 -9.9470 -0.18 -0.08 0.10
C -1.0614 -0.4980 -9.9414 0.07 -0.30 0.17
C 3.0527 0.4249 -7.2332 0.39 0.06 -0.88
C 4.0654 1.3312 -7.4814 -0.48 -0.45 -0.29
C 4.3824 1.2460 -8.8817 -0.77 -0.66 0.11
C 3.5472 0.2866 -9.4328 0.25 0.42 0.81
C 2.2336 -3.7504 -9.0696 0.05 0.03 -0.77
C 2.6827 -4.5670 -10.0916 -0.30 0.80 0.30
C 2.7685 -3.7605 -11.2766 -0.37 0.82 0.79
C 2.3788 -2.4766 -10.9206 0.03 -0.80 -0.17
C -1.8321 1.6698 -6.6534 -0.09 0.47 -0.78
C -1.9677 3.0412 -6.7842 0.09 -0.70 -0.23
C -2.1751 3.3184 -8.1751 0.07 -1.04 -0.10
C -2.1695 2.0997 -8.8363 0.22 0.61 0.74
C -4.3177 -0.3191 -9.3024 -0.37 -0.74 0.04
C -5.3802 -1.1692 -9.5673 1.03 0.09 0.47
C -5.0790 -2.4323 -8.9452 0.56 0.45 0.07
C -3.8536 -2.3031 -8.3258 -0.41 0.63 -0.31
H 0.8656 -0.4042 -10.9447 -0.11 0.17 0.44
H 0.6352 0.8577 -9.7127 -0.03 -0.25 0.03
H -1.6067 0.2349 -10.5559 0.12 -0.47 0.28
H -1.2632 -1.4956 -10.3626 0.06 0.20 0.04
H 2.5284 0.1608 -6.3260 0.07 0.04 -0.05
H 4.5295 1.9918 -6.7591 -0.07 -0.18 -0.11
H 5.1300 1.8229 -9.4134 -0.16 -0.17 0.11
H 3.4652 -0.0708 -10.4495 0.10 0.07 0.20
H 1.9991 -3.9608 -8.0339 0.09 -0.02 -0.18
H 2.9044 -5.6231 -10.0186 -0.02 0.18 0.05
H 3.0504 -4.0901 -12.2689 0.03 0.13 0.21
H 2.2861 -1.5847 -11.5274 0.11 -0.33 0.05
H -1.6323 1.0438 -5.7938 -0.09 0.08 -0.12
H -1.9045 3.7726 -5.9879 -0.05 -0.14 -0.12
H -2.2896 4.2854 -8.6481 -0.04 -0.17 0.14
H -2.2677 1.8874 -9.8911 -0.03 0.17 0.25
H -4.1599 0.7092 -9.5917 -0.10 -0.16 0.07
H -6.2657 -0.9283 -10.1433 0.19 0.01 0.15
H -5.6950 -3.3230 -8.9677 0.14 0.17 0.06
H -3.2589 -2.9961 -7.7487 -0.12 -0.04 -0.07
Cl -2.6566 -2.0880 0.9426 0.58 0.29 -0.31
C -2.2773 -0.9343 2.1966 -0.34 0.33 1.02
C -1.2534 -0.0309 1.9798 0.44 -0.15 -0.99
C -0.8848 0.8843 2.9603 -0.77 -0.38 0.51
Cl 0.4371 1.9588 2.6805 0.05 -0.10 -0.26
C -1.5848 0.9184 4.1884 -0.09 -0.34 -0.42
Cl -1.1747 2.0632 5.3920 -0.03 -0.20 -0.22
C -2.6341 -0.0110 4.4133 0.32 0.00 -0.69
Cl -3.4784 -0.0037 5.8884 0.06 0.01 -0.09
C -2.9862 -0.9482 3.4089 0.29 0.23 0.01
Cl -4.2363 -2.0875 3.6655 0.15 0.16 -0.03
```
Positions in Å, forces in eV/Å.

Atom charges from the Mulliken analysis, given in e for atoms 1 to 2: 0.912 -0.712